Record 1
{"formula": "C44H49BaI2N7O5PSSeSi", "method": "ωB97M-V/def2-TZVPD", "species": ["Ba", "I", "I", "Se", "S", "P", "Si", "O", "O", "O", "O", "O", "N", "N", "N", "N", "N", "N", "N", "C", "C", "C", "C", "C", "C", "C", "C", "C", "C", "C", "C", "C", "C", "C", "C", "C", "C", "C", "C", "C", "C", "C", "C", "C", "C", "C", "C", "C", "C", "C", "C", "C", "C", "C", "C", "C", "C", "C", "C", "C", "C", "C", "C", "H", "H", "H", "H", "H", "H", "H", "H", "H", "H", "H", "H", "H", "H", "H", "H", "H", "H", "H", "H", "H", "H", "H", "H", "H", "H", "H", "H", "H", "H", "H", "H", "H", "H", "H", "H", "H", "H", "H", "H", "H", "H", "H", "H", "H", "H", "H", "H", "H"], "positions_angstrom": [[-0.502, 0.192, -0.599], [1.701, 2.413, -3.439], [2.194, 3.646, -0.139], [-1.631, 0.906, -4.251], [-2.059, -1.786, 1.568], [-1.236, 1.532, 2.568], [3.052, -1.783, -0.398], [-4.086, 0.709, 1.497], [-2.165, -3.213, 1.630], [-3.018, -1.325, 0.484], [-5.490, 0.850, 1.692], [-0.748, -1.214, 1.274], [-3.892, 0.294, 0.304], [1.040, -1.824, -2.453], [-1.355, 2.814, -1.574], [-4.743, 2.556, -0.366], [-2.912, 1.089, -0.292], [-2.677, 3.174, -1.234], [-6.347, 0.664, -3.858], [6.498, 0.061, -1.879], [5.344, -4.481, 1.887], [2.014, -1.489, -3.504], [-2.385, 2.932, 2.731], [-0.156, -2.495, -3.008], [-4.153, 0.012, -3.122], [2.810, 2.294, -1.652], [3.605, -3.216, 0.746], [-2.783, -0.398, 5.834], [2.644, 2.600, 4.795], [6.290, -2.019, -3.052], [-5.536, -0.006, -3.039], [5.128, -2.291, -2.346], [4.391, -5.282, 2.498], [4.610, -1.394, -1.409], [6.977, -0.833, -2.824], [-3.281, -1.594, 5.358], [-3.462, 2.227, -0.625], [-2.438, -1.063, 3.163], [-3.519, 0.781, -4.098], [-2.862, 5.186, 1.995], [2.393, 1.311, 4.344], [4.950, -3.467, 1.024], [-3.091, -1.930, 4.023], [1.704, -2.641, -1.432], [0.188, -3.397, -4.189], [5.331, -0.225, -1.182], [-2.136, 0.471, 4.966], [0.687, -2.532, -5.358], [1.341, -1.243, -4.841], [-1.963, 0.185, 3.614], [1.682, 3.584, 4.634], [-5.743, 1.386, -4.801], [0.217, 1.999, 3.559], [-4.073, 5.156, 2.673], [-4.371, 1.480, -4.958], [2.667, -4.033, 1.381], [-3.609, 2.906, 3.393], [3.046, -5.052, 2.243], [1.189, 1.013, 3.728], [0.473, 3.288, 4.018], [-4.447, 4.011, 3.360], [2.347, -0.323, 0.394], [-2.033, 4.076, 2.011], [-4.733, 6.014, 2.645], [-0.868, -1.732, -3.345], [0.583, -0.467, -4.727], [5.716, -2.858, 0.555], [-1.758, 1.413, 5.346], [-3.943, 2.009, 3.894], [-3.157, 3.757, -1.906], [2.648, 1.302, -1.216], [-6.392, 1.934, -5.480], [0.960, -4.109, -3.881], [-1.329, 2.465, -2.546], [-0.776, 3.634, -1.442], [1.021, 0.007, 3.358], [1.868, 4.591, 4.986], [-1.107, 4.098, 1.445], [-2.899, -0.128, 6.876], [3.063, 0.386, 0.823], [-3.584, -0.570, -2.409], [6.398, -4.646, 2.078], [3.591, 2.836, 5.264], [-0.682, -3.988, -4.481], [7.035, 0.982, -1.681], [4.975, 0.481, -0.438], [-0.148, -2.274, -6.013], [0.948, -2.920, -0.685], [-3.798, -2.281, 6.014], [-5.407, 3.963, 3.857], [1.605, -3.873, 1.219], [-5.026, 3.496, -0.580], [2.067, -3.601, -1.846], [-0.271, 4.065, 3.902], [2.077, -0.866, -5.553], [2.289, -5.666, 2.716], [-5.282, 2.041, 0.353], [-2.569, 6.066, 1.435], [-3.430, -2.887, 3.652], [-3.966, 2.098, -5.749], [6.662, -2.732, -3.778], [-0.630, -3.054, -2.197], [1.721, -0.671, 1.224], [4.617, -3.232, -2.523], [-6.006, -0.592, -2.254], [4.693, -6.079, 3.168], [2.603, -0.626, -3.181], [1.402, -3.102, -5.959], [3.860, 2.470, -1.855], [7.883, -0.613, -3.375], [3.139, 0.533, 4.448], [2.728, -2.320, -3.622]], "mulliken_charge": [0.842, 0.066, 0.058, -0.358, 1.316, 2.157, -0.093, 0.387, -0.710, -0.652, -0.751, -0.624, -0.513, 1.034, 0.064, -0.164, 1.384, -0.128, -0.693, -0.752, -0.745, 0.020, 0.609, -0.125, -0.192, 0.419, 0.416, -0.680, -0.579, -0.896, -0.291, 0.032, -0.400, 0.473, -0.487, -0.840, -1.105, -0.464, 0.254, -0.664, -0.540, -0.317, -0.773, -0.894, -0.965, -0.280, -0.306, -0.772, -0.549, 0.142, -0.659, -0.363, 0.516, -0.685, -0.548, -0.150, -0.743, -0.757, -0.525, -0.415, -0.631, 0.084, -0.507, 0.375, -0.094, -0.343, 0.316, 0.419, 0.234, 0.255, -1.057, 0.342, 0.261, -0.159, 0.148, 0.119, 0.419, 0.487, 0.429, 0.191, 0.382, 0.386, 0.375, 0.417, 0.417, 0.416, 0.400, 0.358, 0.402, 0.410, 0.275, 0.208, 0.250, 0.339, 0.479, 0.426, 0.262, 0.423, 0.559, 0.362, 0.394, 0.510, -0.492, 0.415, 0.407, 0.357, -0.190, 0.325, 0.537, 0.359, 0.460, 0.042], "e_above_lowest_ev": 4.7611, "total_charge": -1, "e_lumo_ev": 1.8, "orbital_gap_ev": 6.35, "e_tot_ha": -6516.8219, "molar_mass_da": 1317.14}

Record 2
{"formula": "C44H49HfNP2", "method": "ωB97M-V/def2-TZVPD", "species": ["Hf", "P", "P", "N", "C", "C", "C", "C", "C", "C", "C", "C", "C", "C", "C", "C", "C", "C", "C", "C", "C", "C", "C", "C", "C", "C", "C", "C", "C", "C", "C", "C", "C", "C", "C", "C", "C", "C", "C", "C", "C", "C", "C", "C", "C", "C", "C", "C", "H", "H", "H", "H", "H", "H", "H", "H", "H", "H", "H", "H", "H", "H", "H", "H", "H", "H", "H", "H", "H", "H", "H", "H", "H", "H", "H", "H", "H", "H", "H", "H", "H", "H", "H", "H", "H", "H", "H", "H", "H", "H", "H", "H", "H", "H", "H", "H", "H"], "positions_angstrom": [[-0.305, 0.246, 1.207], [-1.234, -1.856, 0.036], [2.301, -0.172, 0.442], [-1.410, -0.041, 3.235], [6.091, -2.791, 0.833], [1.515, -0.545, 2.588], [-4.070, -5.440, -0.001], [1.663, 0.441, -3.806], [-3.384, -5.054, 1.158], [-2.481, 2.130, -0.138], [4.811, -3.358, 0.897], [6.221, -1.422, 0.573], [-1.131, -1.604, -3.923], [-3.859, 1.998, -0.164], [-0.396, 4.759, 1.952], [-2.297, -0.370, -0.222], [0.201, -1.412, -4.693], [-0.882, 4.789, 3.264], [-1.431, -1.253, 4.111], [-0.622, 1.454, -4.404], [3.357, 4.231, -0.514], [-0.054, 3.537, 1.343], [-0.216, 2.323, 2.025], [-1.610, -0.447, -3.093], [5.092, -0.627, 0.347], [2.261, 2.169, -1.163], [2.724, 1.545, 0.005], [-0.996, 3.593, 3.972], [0.229, -1.724, -1.008], [-1.222, 0.836, -3.164], [3.809, -1.182, 0.469], [-4.462, 0.733, -0.168], [-2.875, -3.756, -1.277], [-3.709, -0.437, -0.151], [3.679, -2.568, 0.688], [2.680, 3.467, -1.468], [-2.435, -4.041, 1.099], [3.418, 2.310, 0.962], [1.305, -0.856, -3.865], [3.654, 3.664, 0.734], [-3.793, -4.808, -1.220], [-2.231, -3.325, -0.101], [-0.935, 1.102, 4.106], [-0.705, 2.376, 3.341], [0.911, 1.587, -4.377], [1.282, -0.817, -0.863], [-2.837, 0.197, 2.895], [-1.671, 0.957, -0.246], [2.457, 3.895, -2.445], [6.978, -3.415, 0.981], [-0.617, 1.020, -0.662], [-2.123, -1.067, 4.953], [-1.007, -2.484, -3.279], [0.301, -2.476, -1.803], [-2.471, -0.703, -2.469], [2.518, -1.009, 2.496], [2.693, -3.030, 0.680], [-1.368, 3.579, 4.997], [-0.440, -1.456, 4.528], [-0.020, 0.766, 4.626], [1.173, 2.493, -3.824], [3.639, 5.265, -0.732], [-0.265, 5.692, 1.398], [1.881, -0.644, -1.770], [4.706, -4.424, 1.109], [-0.946, 0.901, -5.301], [-3.312, -0.757, 2.631], [7.215, -0.979, 0.533], [1.578, 1.641, -1.821], [-4.318, -5.130, -2.125], [0.975, -1.308, 3.189], [-3.603, -5.550, 2.107], [-2.931, 0.884, 2.051], [-1.934, -1.909, -4.619], [1.678, 0.344, 3.224], [-1.690, 1.283, 4.894], [1.267, 1.794, -5.395], [-1.992, 3.109, -0.108], [3.729, 1.843, 1.899], [-4.812, -6.243, 0.047], [-1.777, -2.128, 3.547], [-4.206, -1.404, -0.069], [-4.465, 2.910, -0.210], [-2.670, -3.267, -2.229], [0.328, 3.531, 0.319], [5.206, 0.416, 0.063], [0.038, -0.797, -5.581], [-1.039, 2.473, -4.510], [-1.588, 1.559, -2.427], [-3.354, 0.626, 3.772], [1.963, -1.617, -3.433], [-1.849, -3.761, 1.973], [0.509, -2.405, -5.050], [-5.556, 0.697, -0.224], [4.084, 4.276, 1.528], [2.664, 0.694, -3.439], [-1.172, 5.736, 3.726]], "mulliken_charge": [-0.198, 0.722, 2.452, -0.278, -0.554, -1.529, -0.544, -0.408, -0.818, -1.082, -0.707, -0.780, -0.729, -0.853, -0.934, 0.394, -1.760, -0.937, -1.051, -1.607, -0.831, -0.187, 0.112, -0.418, -0.536, 0.354, 0.546, -0.690, -0.570, 0.073, 0.559, -0.934, -0.046, 0.021, -0.362, -0.446, -0.570, -0.648, -0.280, -0.762, -0.796, 0.444, -1.491, 1.083, -0.043, -1.429, -0.983, 0.589, 0.414, 0.414, 0.400, 0.435, 0.086, 1.400, 1.159, 0.724, 0.327, 0.470, 0.537, 0.372, -0.087, 0.435, 0.491, -0.005, 0.420, 0.282, 0.439, 0.435, -1.146, 0.438, 0.271, 0.431, 0.321, 0.569, 0.381, 0.695, 0.488, 0.477, 0.480, 0.417, 0.106, 0.491, 0.488, 0.229, 0.729, 0.443, 0.421, 0.508, 0.836, 0.499, 0.865, 0.413, 0.532, 0.446, 0.469, 0.591, 0.407], "e_above_lowest_ev": 5.5506, "total_charge": 2, "e_lumo_ev": [-6.3, -6.3], "orbital_gap_ev": [5.21, 5.18], "e_tot_ha": -2490.7093, "molar_mass_da": 832.32}